[1]
ORCA calculation (wB97M-V/def2-TZVPD) on a single C14H17N3O4 molecule.

Summary:
SMILES string   N[C@@H](CO)C(=O)N[C@@H](Cc1c[nH]c2ccccc12)C(=O)O
Energy above the lowest of the compared OMol25 structures with the same formula, charge and spin   71.8 kcal/mol
F_max   5.03 eV/A
Gap between HOMO and LUMO   8.7 eV

Geometry as XYZ:
```
38
Properties=species:S:1:pos:R:3:forces:R:3
N -0.1309 -2.1342 2.9405 0.6 1.1 -1.1
C -0.5494 -1.9957 1.5426 -2.0 -1.5 1.3
C -1.6136 -0.8410 1.6138 -1.2 -3.2 -3.1
O -2.7778 -1.3027 2.2818 2.9 2.4 3.3
C 0.5230 -1.6450 0.5509 2.2 0.8 -0.5
O 0.5281 -1.9425 -0.6238 -1.0 -0.6 -0.1
N 1.6134 -0.9054 1.0289 -1.4 -0.5 1.4
C 2.4302 -0.1346 0.0873 -0.1 -0.2 1.5
C 1.8725 1.3058 0.0590 2.1 -2.3 0.2
C 0.4830 1.3589 -0.2743 -3.6 0.8 0.1
C -0.3660 2.0773 0.5397 0.0 -1.0 0.7
N -1.5812 2.2263 -0.0691 -1.2 2.2 2.1
C -1.5333 1.7076 -1.2964 -2.4 -0.7 -1.6
C -2.5207 1.6890 -2.2967 -0.9 2.2 -0.2
C -2.1706 1.2540 -3.5766 -1.8 -1.4 0.8
C -0.9960 0.4421 -3.6566 -0.6 -0.4 -1.4
C -0.1335 0.2872 -2.5810 -0.6 0.3 -2.3
C -0.3824 1.0079 -1.4357 3.8 0.2 1.0
C 3.9245 -0.2929 0.5640 0.6 2.5 -1.4
O 4.7539 0.5961 0.4917 -1.3 -0.8 0.0
O 4.2659 -1.4898 0.9949 1.6 0.5 0.0
H 0.3015 -2.9833 3.2191 0.0 -0.5 0.3
H -0.7384 -1.6745 3.6048 0.0 -0.6 -0.1
H -1.0914 -2.9800 1.1407 1.1 2.1 0.6
H -1.2226 0.0005 2.0915 0.5 1.3 0.8
H -1.8592 -0.6618 0.5465 0.1 0.6 0.6
H -3.3883 -1.7232 1.7742 -2.3 -1.8 -2.7
H 1.3861 -0.5338 1.9702 0.7 -0.1 -0.8
H 2.2394 -0.6243 -0.8544 0.5 -0.2 -0.5
H 1.9821 1.6341 1.0720 0.3 0.8 0.5
H 2.4631 1.8797 -0.6115 0.7 0.7 -0.4
H -0.4056 2.2310 1.6394 0.9 0.5 -1.0
H -2.1277 3.0450 0.2246 0.0 -0.9 -0.5
H -3.4898 2.2560 -2.0602 1.4 -1.0 -0.6
H -3.0281 1.2476 -4.3514 2.0 0.1 1.0
H -0.8431 -0.1345 -4.6150 0.1 0.8 1.2
H 0.7219 -0.3128 -2.7799 0.6 -0.4 0.4
H 3.4610 -1.9342 1.1044 -2.1 -1.7 0.4
```
Forces are in eV/Å.

---

[2]
ORCA calculation (wB97M-V/def2-TZVPD) on 28 unconnected molecules or ions with the total composition C46H118F18O34.

Summary:
Energy above the lowest of the compared OMol25 structures with the same formula, charge and spin   0.0 kcal/mol
F_max   4.46 eV/A
Gap between HOMO and LUMO   9.6 eV

Geometry as XYZ:
```
216
Properties=species:S:1:pos:R:3:forces:R:3
C 18.5277 19.4542 21.8492 -0.2 -0.6 -1.8
O 19.1953 19.3545 23.0322 1.3 -0.1 2.0
H 18.9350 18.6933 21.1725 -0.1 0.2 -0.5
H 17.4672 19.2334 21.9385 -0.4 0.3 0.1
H 18.7118 20.4370 21.4210 -0.3 0.1 -0.1
H 19.3289 18.4151 23.2574 -0.3 0.1 0.2
C 15.4383 15.3982 15.6968 0.2 1.0 1.9
O 16.7563 15.6662 16.2721 -1.3 0.4 0.5
H 15.5725 14.8312 14.7876 0.0 0.0 -0.2
H 14.8331 14.8475 16.4492 0.3 -0.1 -0.7
H 14.8699 16.3516 15.5454 0.6 -0.6 -0.4
H 16.5670 16.1237 17.1407 0.3 -0.6 -1.2
C 15.8389 11.8080 15.1275 0.1 -2.1 0.4
O 15.8518 11.4488 13.7543 2.5 -0.3 -1.0
H 16.7488 12.2839 15.5004 -0.1 0.1 -0.2
H 14.9603 12.3715 15.3111 -0.6 1.0 0.1
H 15.6556 10.8645 15.6820 0.4 0.4 0.2
H 16.7460 10.9687 13.5664 -2.2 1.0 0.7
C 17.6888 18.9565 15.8050 -0.8 -0.2 0.1
O 18.5213 19.7624 14.9846 0.0 0.4 1.9
H 16.6001 19.3100 15.8219 1.3 -0.2 0.2
H 17.6286 17.9196 15.4499 0.2 0.1 0.1
H 18.1334 18.9230 16.8257 -0.5 0.2 -0.6
H 18.3252 19.5673 14.0847 -0.4 -0.4 -1.5
C 22.9672 13.6306 23.6109 1.6 1.8 -1.3
O 24.3207 13.2547 23.2350 -0.4 -0.1 0.2
H 23.0099 14.2706 24.5060 -0.2 -0.4 -0.1
H 22.5712 14.2684 22.7648 -0.1 -0.8 0.9
H 22.3923 12.7381 23.7794 -0.2 -0.3 0.0
H 24.8577 14.0512 23.0332 -0.5 -0.3 -0.1
C 16.8577 12.9629 11.1290 -0.8 -0.2 1.7
O 16.1466 13.8288 12.0399 0.2 0.4 -0.2
H 16.2355 12.1081 10.9914 -0.2 -1.2 0.2
H 16.8777 13.3470 10.1417 0.5 1.2 -0.6
H 17.8231 12.6944 11.5654 0.1 0.0 -0.5
H 15.9516 13.3187 12.8464 0.1 -0.3 -0.5
C 13.7746 13.1212 18.8908 0.4 -0.1 -0.4
O 13.3220 12.7786 17.6081 0.7 -0.2 -0.5
H 13.7234 12.2817 19.5893 -0.5 0.3 0.3
H 14.8183 13.2961 18.7622 0.9 0.4 0.1
H 13.3071 14.0571 19.1724 -0.2 0.0 0.8
H 12.4344 12.4864 17.7006 -1.3 -0.3 -0.3
C 22.5995 18.0329 21.8800 -0.3 0.7 -0.1
O 22.0286 18.7558 22.9704 -0.5 0.7 -0.8
H 23.4123 17.5221 22.3195 0.8 -1.1 0.0
H 21.8631 17.4326 21.3938 -0.5 -1.2 0.1
H 22.9480 18.6228 21.0398 0.4 0.8 0.2
H 21.1303 19.0031 22.6738 0.1 0.1 0.7
C 24.2311 10.2917 21.0470 0.7 1.8 1.7
O 24.1421 11.6809 20.6677 -0.5 0.1 0.2
H 24.1169 9.6381 20.1757 0.6 0.3 0.3
H 25.1759 10.2859 21.6696 -0.6 -1.2 -1.1
H 23.4397 10.0727 21.7691 -0.2 -0.3 -0.2
H 24.1323 12.2154 21.5000 0.1 -0.5 -0.7
C 16.5616 13.2599 22.0713 1.1 1.7 -0.3
O 17.9174 13.4630 21.5728 -0.6 -0.3 0.5
H 15.9469 12.9327 21.2321 0.1 -0.1 0.3
H 16.5439 12.5995 22.9279 -0.1 -0.4 0.0
H 16.2442 14.2668 22.4054 -0.5 -0.6 -0.1
H 18.3526 14.0155 22.2378 0.0 -0.2 -0.3
C 16.4958 17.6210 19.7507 1.2 1.1 0.9
O 15.7418 17.1835 18.6321 -1.8 -0.2 0.5
H 17.4666 17.0940 19.8824 -0.5 0.1 -1.1
H 16.7039 18.7179 19.6485 -0.1 -0.8 0.2
H 16.0996 17.4500 20.7655 -0.8 0.0 -0.5
H 14.7634 17.3850 18.7655 2.1 -0.3 -0.1
C 17.2540 19.5911 11.3507 2.4 1.7 -1.2
O 17.8570 18.9869 12.4536 -0.7 -0.4 0.3
H 16.3102 20.0417 11.4466 -1.6 0.2 0.8
H 17.8984 20.4409 11.0238 -0.2 -0.3 0.4
H 17.2595 18.9738 10.4861 -0.2 -1.0 -0.7
H 17.5401 18.0613 12.4289 0.2 -0.2 0.2
C 26.2690 15.5326 20.6236 -0.9 -0.3 0.8
O 25.6392 15.5696 21.8938 -0.5 -0.4 2.3
H 26.4665 14.4609 20.4440 0.1 0.7 -0.2
H 25.4968 15.9128 19.9940 0.0 0.1 -1.4
H 27.1353 16.1637 20.6323 0.7 0.1 -0.3
H 25.5487 16.4271 22.3471 0.5 -0.4 -1.0
C 18.8000 10.6847 20.0195 0.7 -0.9 -1.8
O 19.4638 9.4075 20.1057 -0.4 0.2 0.4
H 18.6555 10.7580 18.9263 -0.2 0.7 0.5
H 17.8538 10.7771 20.5214 -0.4 -0.3 0.3
H 19.4640 11.4330 20.3898 0.3 0.7 0.1
H 19.0647 8.9358 20.8295 0.0 -0.4 0.4
C 16.5123 8.5368 13.5201 -1.2 1.3 1.5
O 17.7351 9.2164 13.7413 -0.2 0.1 -0.6
H 16.6016 7.5025 13.3203 0.4 -1.2 0.0
H 15.8098 8.7039 14.4006 0.7 -0.4 -1.0
H 16.0264 8.9791 12.6672 -0.1 0.3 -0.3
H 18.2040 8.7784 14.4639 0.2 -0.1 0.5
C 20.0153 15.4682 23.8900 0.8 0.4 1.8
O 19.7191 16.8466 24.0874 -0.6 -0.2 -0.3
H 21.0527 15.2690 24.2119 -0.4 0.0 -0.3
H 19.3734 14.8069 24.4873 -0.1 0.2 -0.1
H 19.9257 15.2537 22.8616 -0.1 -0.2 -1.2
H 20.0642 17.1424 24.9351 0.4 0.0 0.2
C 21.6201 22.5502 21.6868 3.2 -1.3 1.0
O 22.5244 21.3709 21.5061 -0.9 1.0 -0.6
H 21.3719 22.5579 22.7294 -0.7 0.2 0.5
H 22.2982 23.4047 21.5392 -0.5 -0.2 -0.2
H 20.7751 22.5976 21.0481 -0.7 -0.3 -0.7
H 22.3622 20.6324 22.1164 -0.4 0.6 0.1
C 21.8475 10.3184 17.2494 -1.0 1.1 -0.8
O 21.1470 10.1743 15.9804 -0.2 -0.5 0.7
H 22.1466 9.3753 17.6924 0.0 -0.2 0.0
H 22.6978 10.9764 17.0711 0.1 -0.1 0.4
H 21.1006 10.8510 17.8627 0.6 -0.4 0.1
H 21.7795 10.0189 15.2862 0.4 -0.1 -0.4
C 21.7717 19.0642 26.7333 0.4 -0.9 -1.1
O 21.9929 17.9633 25.7814 -0.2 1.2 0.4
H 22.3001 18.7411 27.6417 -0.6 0.6 -0.1
H 22.1781 19.9972 26.3117 0.2 -0.3 0.4
H 20.6942 19.2289 26.8177 0.1 -0.2 0.6
H 22.2257 18.4259 24.9633 -0.1 -0.5 -0.3
C 18.6933 15.8585 12.1104 -0.7 -1.2 -0.6
O 17.3921 16.4054 11.8760 1.0 1.6 -0.2
H 18.9900 15.3297 11.1915 0.2 0.0 0.3
H 19.3705 16.6815 12.2498 0.3 0.2 0.4
H 18.6876 15.1143 12.9356 0.1 0.7 -0.3
H 16.7096 15.8435 12.1845 -0.9 -1.4 0.4
C 25.9817 11.8538 17.9356 0.5 -1.1 0.5
O 27.0457 12.6380 17.4149 -0.6 -0.1 -1.6
H 26.4267 11.2824 18.7575 -0.3 0.2 0.1
H 25.1916 12.4693 18.2954 -0.6 0.5 0.5
H 25.5088 11.0803 17.2936 0.6 0.5 -0.4
H 26.7616 12.8964 16.5139 0.5 0.0 0.8
C 18.6508 7.8156 17.2402 -1.6 -1.6 -1.2
O 19.1298 8.0336 15.9005 -0.1 -0.1 0.2
H 19.3871 8.1109 17.9500 0.3 0.5 0.7
H 17.6549 8.3405 17.3401 1.1 -0.5 0.3
H 18.4820 6.6828 17.3562 0.1 1.7 -0.1
H 19.8714 8.6484 15.9575 0.2 0.3 -0.1
C 19.3620 13.5442 15.7677 -0.6 -0.5 -0.6
C 20.4107 14.6279 15.6639 -0.9 -0.3 2.4
O 21.3415 14.4662 16.7760 1.2 -1.1 1.0
C 21.1027 15.0365 17.9481 -0.7 1.2 -1.5
O 20.3123 15.9419 18.0647 0.3 -0.6 1.2
C 21.9384 14.4419 19.1432 -0.4 0.7 -2.1
F 23.2577 14.4222 18.8995 -0.4 0.0 0.2
F 21.6860 15.1741 20.2106 0.2 0.1 0.7
F 21.5009 13.2118 19.3186 0.0 -0.8 0.5
H 18.6804 13.6354 16.6491 0.7 0.0 -0.7
H 19.7875 12.5178 15.6685 -0.1 0.7 0.4
H 18.7604 13.6931 14.8515 -0.2 -0.2 0.4
H 19.9628 15.6039 15.8061 0.1 0.2 -0.7
H 21.0142 14.4501 14.8205 0.6 0.4 -1.2
C 15.6009 22.1445 15.2057 -0.2 -0.2 0.8
C 15.8776 22.0239 16.6994 0.4 0.3 1.2
O 14.7254 22.3338 17.5529 -0.7 -0.2 -0.5
C 14.8757 22.1971 18.8530 2.2 0.0 0.6
O 15.9116 21.9144 19.4579 -2.2 0.5 -1.2
C 13.5330 22.4706 19.5874 1.0 -0.9 -2.0
F 12.5214 22.3027 18.7252 -0.4 0.5 0.2
F 13.4282 21.5054 20.4776 -0.4 0.2 1.4
F 13.5088 23.6990 20.0811 -0.3 -0.2 0.5
H 15.2696 23.1508 14.8881 0.2 -0.6 0.2
H 14.8323 21.3793 14.9905 0.3 0.5 -0.3
H 16.5460 21.8502 14.7118 -0.5 0.2 0.1
H 16.6138 22.6920 17.1594 0.5 -0.2 -0.9
H 16.1454 20.9954 16.9564 0.2 0.2 -0.1
C 12.5589 14.7107 11.7108 0.3 -0.4 -0.4
C 12.1845 14.5003 13.1690 1.7 -0.1 0.0
O 10.7822 14.6948 13.3796 -0.8 -0.3 0.6
C 10.3206 14.2974 14.5833 1.7 0.3 -0.5
O 10.9548 13.6666 15.3860 -0.7 0.3 -0.2
C 8.9075 14.8289 14.8643 0.4 -0.1 0.3
F 8.2687 15.1992 13.7686 0.0 0.6 -0.1
F 8.2215 13.8299 15.3904 -0.5 -0.2 0.7
F 8.9758 15.8601 15.7613 -0.2 -0.8 -0.9
H 13.6322 14.4129 11.5097 -1.1 0.5 0.5
H 12.3656 15.7200 11.3542 0.1 0.0 0.0
H 11.9543 14.0053 11.1246 0.0 0.3 0.0
H 12.7006 15.1940 13.8737 -0.2 -0.6 -0.5
H 12.5269 13.4689 13.3428 -0.6 0.3 0.7
C 20.7238 9.8211 10.7712 -1.3 1.4 0.5
C 20.3804 10.1384 12.2362 1.1 0.0 -0.7
O 21.6147 10.5025 12.9342 0.4 0.2 0.0
C 21.9356 11.7831 12.8381 -2.1 1.3 -1.4
O 21.3128 12.6659 12.2576 0.9 -1.6 0.9
C 23.2001 12.1489 13.5591 0.9 -0.2 -0.6
F 23.8723 11.0647 13.9373 0.4 -0.4 0.4
F 23.9941 12.8224 12.7009 -0.3 0.1 0.8
F 22.9158 12.8586 14.6417 0.3 0.4 0.0
H 21.4992 9.1265 10.7182 1.0 -1.7 0.1
H 21.1772 10.6893 10.2848 -0.6 0.2 0.0
H 19.8149 9.4699 10.2462 0.6 0.2 0.1
H 20.0077 9.2795 12.7645 -0.3 -0.1 0.2
H 19.7934 11.0247 12.3595 -1.0 0.0 -0.2
C 20.5349 20.4800 18.5410 0.8 0.2 -1.2
C 20.9576 20.2229 17.0877 -1.3 1.1 -0.3
O 22.1898 19.4485 17.0159 -0.7 1.9 0.6
C 22.1452 18.2796 16.5093 -2.4 -3.4 -1.6
O 21.1646 17.6220 16.1147 2.8 2.0 0.8
C 23.5725 17.6926 16.5050 0.9 0.1 0.7
F 23.9390 17.3224 17.7511 -0.4 0.3 0.5
F 23.6922 16.6097 15.7871 -0.3 -0.6 -1.1
F 24.4943 18.5862 16.0996 -0.4 0.0 -0.2
H 20.3995 19.5009 18.9661 -0.5 -0.3 0.6
H 19.6099 21.1105 18.5269 0.8 -0.6 0.3
H 21.3946 20.9574 19.0345 -0.6 0.1 0.2
H 21.1375 21.1697 16.5812 0.7 0.1 0.1
H 20.1236 19.8429 16.4757 0.7 -0.7 0.3
C 21.0520 19.3258 12.5930 0.8 -0.7 -0.7
C 21.4569 18.8554 11.1958 -1.1 -0.3 1.5
O 22.7738 18.3070 11.2499 1.4 -0.1 -0.9
C 22.9512 17.0805 11.7101 0.7 -0.2 -0.4
O 22.1181 16.4079 12.2216 -0.2 -0.8 0.2
C 24.4911 16.6024 11.5587 0.8 1.5 -2.3
F 25.0414 16.9738 10.2901 -1.3 0.0 1.9
F 25.1964 17.2435 12.4897 -0.1 0.0 0.0
F 24.7758 15.3214 11.6129 -1.0 -0.2 0.6
H 20.0380 19.6395 12.5957 -0.8 0.5 0.0
H 21.7320 20.1084 12.8642 0.2 0.6 0.4
H 21.1294 18.5198 13.3104 0.1 -0.2 0.2
H 21.4118 19.6641 10.4959 0.7 0.5 -0.4
H 20.7475 18.1351 10.8195 -0.1 -0.7 0.0
```
Forces are in eV/Å.

---

[3]
ORCA calculation (wB97M-V/def2-TZVPD) on a gas-phase ion, C17H12Cl2NO4 (charge -1).

Summary:
SMILES string   CCOC(=O)[C@@](C#N)(c1ccccc1)[C@@H]1C(=O)C(Cl)=CC([O-])=C1Cl
Energy above the lowest of the compared OMol25 structures with the same formula, charge and spin   12.3 kcal/mol
F_max   4.14 eV/A
Net charge   -1
Gap between HOMO and LUMO   6.1 eV

Geometry as XYZ:
```
36
Properties=species:S:1:pos:R:3:forces:R:3
C -4.6543 0.3374 -0.4555 -0.5 0.3 -0.3
C -3.5800 -0.7042 -0.4930 0.3 0.0 0.5
O -2.4076 -0.1467 0.1666 0.3 -0.9 -0.1
C -1.2833 -0.7405 -0.2279 -0.7 -1.6 -1.3
O -1.3134 -1.7484 -0.9304 0.1 1.5 0.7
C 0.0227 -0.0544 0.2237 -0.8 -1.5 1.4
C -0.4191 0.7612 1.3655 -0.1 1.9 2.3
N -0.7424 1.3752 2.3041 0.7 -1.4 -1.8
C 0.9990 -1.1354 0.7118 0.2 -0.2 0.3
C 1.1001 -2.3547 0.0393 -0.1 -0.3 0.1
C 1.8580 -3.3967 0.5658 0.2 0.5 -0.2
C 2.6535 -3.1603 1.6883 -0.1 0.1 -0.1
C 2.6358 -1.9104 2.3107 0.0 0.1 -0.3
C 1.8021 -0.8980 1.8306 -0.1 -0.2 0.0
C 0.5273 0.8084 -0.9081 0.4 0.9 -1.7
C 2.0668 0.9903 -0.8982 0.9 0.1 -0.7
O 2.8239 0.0434 -1.0834 -1.0 1.1 0.4
C 2.6007 2.4114 -0.8500 -1.3 -0.4 0.0
Cl 4.3094 2.5659 -0.7580 0.5 0.0 0.0
C 1.7985 3.4916 -0.9770 0.5 -0.8 0.3
C 0.3204 3.4135 -1.0302 -1.4 -2.7 0.7
O -0.3712 4.4443 -1.0707 0.4 0.6 -0.4
C -0.2526 2.0702 -0.9495 2.6 3.2 -0.4
Cl -1.8548 1.9995 -1.4736 -1.4 0.1 -0.8
H -5.6164 -0.1541 -0.6197 -0.1 0.0 0.1
H -4.6749 0.8859 0.4916 0.0 -0.2 -0.2
H -4.5234 1.0424 -1.2823 0.0 0.1 0.3
H -3.8447 -1.6113 0.0626 0.0 0.1 -0.2
H -3.3182 -0.9680 -1.5211 0.0 0.0 0.3
H 0.5295 -2.4931 -0.8760 0.3 -0.1 0.4
H 1.8446 -4.3566 0.0432 0.2 0.3 0.3
H 3.3246 -3.9383 2.0323 -0.1 0.0 0.2
H 3.2955 -1.6981 3.1514 -0.2 -0.1 -0.1
H 1.7877 0.0848 2.3150 -0.1 -0.4 -0.1
H 0.3173 0.2631 -1.8600 0.4 -0.1 0.5
H 2.2393 4.4809 -1.0381 -0.1 0.0 0.0
```
Forces are in eV/Å.

---

[4]
ORCA calculation (wB97M-V/def2-TZVPD) on a single C2H2Cl2NP molecule.

Summary:
F_max   3.53 eV/A
Gap between HOMO and LUMO (spin up / spin down)   6.2 / 7.2 eV
2S+1   3
⟨S²⟩   2.016

Geometry as XYZ:
```
8
Properties=species:S:1:pos:R:3:forces:R:3
C -0.2518 1.6235 0.2517 -0.7 1.2 -0.6
C -0.3654 0.2501 0.0300 3.3 -0.5 1.2
N -0.3955 2.7692 0.2923 0.4 0.3 0.2
P -2.2949 -0.1339 -0.8649 -1.0 -1.2 -0.7
Cl -2.5542 -1.7772 0.4578 0.4 0.0 -0.4
Cl -3.2768 1.2236 0.1195 -0.9 1.0 0.3
H 0.4376 -0.0270 -0.7266 -1.3 -0.4 1.1
H -0.3545 -0.2089 1.0477 0.0 -0.4 -1.2
```
Forces are in eV/Å.

---

> Look up the F_max of the fourth one.

3.53 eV/A

---

> Among the records above, which one has the highest F_max?

C14H17N3O4